Record 1
59
Properties=species:S:1:pos:R:3 method="wB97M-V/def2-TZVPD" smiles="CCN[C@]1(CP(=O)(O)O)C(=O)N[C@@H](N=C=S)[C@@H]1CSCC.CO.CO.CO" gap_ev=9.1 energy_ev=-64800.3096 de_lowest_kcal_mol=0.0 e_lumo_ev=-0.07
C -1.163 -0.184 -2.296
C -1.214 0.164 -0.805
N 0.102 0.201 -0.141
C 0.745 -1.111 0.049
C 2.002 -1.275 -0.828
P 2.723 0.208 -1.540
O 4.081 -0.111 -2.021
O 1.794 0.747 -2.725
O 2.771 1.377 -0.441
C -0.212 -2.323 -0.125
O -0.340 -3.011 -1.096
N -0.899 -2.550 1.099
C -0.302 -1.618 2.090
N -0.323 -2.220 3.413
C -0.953 -1.747 4.328
S -1.798 -1.201 5.518
C 1.100 -1.377 1.541
C 2.006 -0.393 2.272
S 1.181 1.121 2.859
C 1.446 1.002 4.651
C 0.532 2.007 5.374
H -2.110 -0.617 -2.597
H -0.370 -0.901 -2.508
H -0.965 0.719 -2.871
H -1.926 -0.482 -0.272
H -1.621 1.176 -0.724
H -0.026 0.649 0.760
H 1.770 -1.930 -1.674
H 2.835 -1.729 -0.287
H 2.347 0.749 -3.520
H 2.098 2.050 -0.600
H -0.709 -3.507 1.391
H -0.905 -0.710 2.049
H 1.568 -2.370 1.533
H 2.394 -0.895 3.161
H 2.874 -0.127 1.666
H 1.228 -0.017 4.972
H 2.494 1.224 4.855
H -0.138 2.515 4.678
H -0.084 1.498 6.116
H 1.116 2.767 5.894
C 4.986 4.311 -2.144
O 4.742 3.010 -2.649
H 5.468 4.880 -2.936
H 4.060 4.825 -1.865
H 5.652 4.290 -1.276
H 4.315 2.493 -1.958
C -4.856 0.985 -3.826
O -3.787 0.071 -4.028
H -4.409 1.936 -3.541
H -5.441 1.134 -4.738
H -5.518 0.654 -3.022
H -4.164 -0.777 -4.279
C -4.453 -2.878 -1.370
O -4.391 -1.518 -0.958
H -4.998 -2.901 -2.312
H -3.455 -3.296 -1.528
H -4.989 -3.496 -0.645
H -3.910 -1.493 -0.126



Record 2
60
Properties=species:S:1:pos:R:3 method="wB97M-V/def2-TZVPD" gap_ev="6.2 / 6.2" energy_ev=-69829.4383 de_lowest_kcal_mol=5.0 total_charge=+1 multiplicity=2 e_lumo_ev="-3.55 / -3.56"
O -0.415 0.101 -2.759
H -0.235 -0.465 -3.533
Yb -0.281 -0.115 -0.499
N 1.638 -1.798 -0.313
N -0.684 -2.414 -1.027
N 0.564 1.723 1.102
N -1.299 2.024 -0.711
O 2.715 -1.426 0.274
O 1.337 1.502 2.253
O -2.266 2.320 -1.707
O -1.934 -2.561 -1.148
C 0.114 -3.507 -0.808
C 1.427 -3.153 -0.424
C -0.221 2.801 1.237
C -1.202 3.007 0.188
C 2.455 -4.176 -0.108
H 2.187 -4.741 0.800
H 3.428 -3.701 0.047
H 2.527 -4.900 -0.933
C -0.365 -4.902 -0.970
H 0.042 -5.339 -1.894
H -1.459 -4.914 -1.033
H -0.047 -5.542 -0.133
C -0.217 3.753 2.394
C -2.046 4.233 0.168
H 0.601 3.523 3.084
H -1.173 3.702 2.941
H -0.108 4.786 2.031
H -2.667 4.234 -0.732
H -1.413 5.131 0.184
H -2.693 4.276 1.058
H 2.265 1.274 1.958
H -2.089 1.687 -2.431
C 0.948 0.695 -2.268
H 1.602 -0.071 -1.807
H 0.732 1.562 -1.618
H 1.437 1.074 -3.174
O 3.965 0.671 2.051
H 4.600 1.316 1.694
H 3.876 -0.021 1.360
C -3.156 -0.176 1.591
N -2.517 -0.555 2.836
C -3.379 -0.761 3.985
C -1.214 -0.936 2.724
O -0.705 -0.993 1.574
N -0.438 -1.241 3.796
C -0.710 -0.821 5.156
C 0.913 -1.685 3.506
H -4.220 -0.013 1.785
H -3.040 -0.951 0.814
H -2.717 0.760 1.202
H -3.239 -1.761 4.425
H -3.219 0.011 4.752
H -4.415 -0.679 3.641
H -1.421 -1.501 5.645
H 0.236 -0.865 5.703
H -1.095 0.210 5.198
H 0.896 -2.625 2.939
H 1.470 -0.940 2.919
H 1.412 -1.846 4.466



Record 3
54
Properties=species:S:1:pos:R:3 method="wB97M-V/def2-TZVPD" smiles=CCCCCCCCC[C@H](NCC)OC[C@@H](NN)P(O)Br gap_ev=9.6 energy_ev=-102949.7398 e_lumo_ev=0.57
C -1.163 2.050 2.013
C -2.196 3.039 1.480
C -1.647 3.882 0.329
C -1.498 3.085 -0.982
C -0.171 3.305 -1.720
C 0.244 2.164 -2.674
C 1.647 1.617 -2.399
C 1.748 0.879 -1.048
C 2.184 -0.587 -1.179
C 1.667 -1.474 -0.045
N 2.525 -2.581 0.324
C 3.437 -2.239 1.423
C 2.732 -2.245 2.786
O 0.393 -1.939 -0.465
C -0.501 -2.228 0.580
C -1.824 -2.620 -0.047
N -2.404 -1.503 -0.818
N -3.238 -0.625 -0.062
P -1.914 -4.099 -1.210
O -3.011 -5.026 -0.419
Br -0.025 -5.195 -0.666
H -0.233 2.565 2.271
H -0.926 1.282 1.274
H -1.523 1.541 2.911
H -2.530 3.690 2.292
H -3.077 2.491 1.124
H -0.677 4.299 0.623
H -2.313 4.734 0.167
H -1.625 2.013 -0.790
H -2.317 3.372 -1.648
H -0.242 4.233 -2.296
H 0.624 3.475 -0.983
H 0.181 2.501 -3.712
H -0.466 1.333 -2.568
H 1.916 0.923 -3.202
H 2.360 2.447 -2.422
H 0.774 0.905 -0.543
H 2.445 1.395 -0.381
H 3.274 -0.664 -1.226
H 1.768 -0.993 -2.108
H 1.524 -0.864 0.861
H 3.084 -2.841 -0.481
H 3.919 -1.263 1.260
H 4.237 -2.981 1.414
H 3.297 -2.813 3.525
H 1.746 -2.702 2.680
H 2.587 -1.238 3.182
H -0.681 -1.314 1.167
H -0.115 -2.987 1.270
H -2.522 -2.839 0.770
H -1.638 -0.931 -1.158
H -4.086 -1.125 0.170
H -2.791 -0.337 0.810
H -2.962 -4.966 0.546



Record 4
55
Properties=species:S:1:pos:R:3 method="wB97M-V/def2-TZVPD" gap_ev="7.3 / 4.6" energy_ev=-63767.5169 total_charge=-1 multiplicity=7 e_lumo_ev="2.93 / 0.82"
Fe 29.342 -30.623 22.588
C 25.282 -32.100 24.213
C 26.705 -31.586 24.576
O 27.630 -31.591 23.496
H 25.254 -33.173 24.021
H 24.920 -31.671 23.279
H 24.544 -32.056 25.015
H 27.158 -32.044 25.455
H 26.537 -30.520 24.723
C 28.493 -27.783 19.707
C 28.181 -29.247 19.690
O 28.418 -30.099 20.823
H 29.553 -27.531 19.693
H 27.863 -27.416 20.517
H 28.058 -27.366 18.799
H 28.697 -29.622 18.806
H 27.117 -29.386 19.501
C 28.794 -26.080 23.121
C 28.314 -27.442 23.768
O 29.066 -28.605 23.327
H 29.699 -25.751 23.632
H 28.001 -25.332 23.110
H 28.988 -26.134 22.050
H 27.225 -27.489 23.749
H 28.499 -27.416 24.842
C 30.384 -33.760 19.609
C 30.549 -33.538 21.061
O 29.695 -32.683 21.834
H 31.190 -34.431 19.310
H 30.372 -32.850 19.009
H 29.430 -34.288 19.614
H 31.513 -33.044 21.186
H 30.688 -34.527 21.498
C 31.722 -29.437 25.545
C 31.646 -30.817 25.038
O 30.738 -31.068 24.000
H 32.325 -28.806 24.893
H 32.243 -29.345 26.498
H 30.737 -28.983 25.654
H 31.478 -31.572 25.806
H 32.613 -31.197 24.708
O 31.360 -29.806 21.299
C 32.138 -29.486 20.395
O 32.684 -28.306 20.209
C 32.205 -27.061 20.805
C 32.621 -26.875 22.260
C 32.552 -30.496 19.316
H 31.115 -27.047 20.825
H 32.582 -26.186 20.275
H 32.139 -27.648 22.858
H 32.467 -25.861 22.630
H 33.683 -27.073 22.403
H 33.421 -30.237 18.711
H 31.699 -30.708 18.671
H 32.704 -31.506 19.697



Record 5
54
Properties=species:S:1:pos:R:3 method="wB97M-V/def2-TZVPD" gap_ev=7.2 energy_ev=-47312.8873 total_charge=+2 e_lumo_ev=-7.55
N 1.859 -0.245 0.078
C 2.882 -0.796 0.467
O 3.956 -1.273 0.651
K 2.340 -0.332 -3.197
Ta -0.088 0.008 -0.047
N -0.580 -1.501 -1.207
N -0.257 1.702 -0.940
C -0.408 -2.959 -0.863
C 0.374 3.023 -1.079
C 0.765 -3.491 -1.685
C -1.704 -3.681 -1.234
C -0.141 -3.131 0.618
C 0.026 3.616 -2.447
C -0.195 3.939 0.011
C 1.884 2.882 -0.952
H 0.662 -3.291 -2.764
H 0.830 -4.584 -1.569
H 1.710 -3.047 -1.339
H -2.566 -3.201 -0.752
H -1.642 -4.719 -0.883
H -1.880 -3.713 -2.318
H 0.775 -2.621 0.960
H 0.016 -4.207 0.796
H -1.001 -2.829 1.235
H 0.322 2.943 -3.266
H 0.572 4.563 -2.553
H -1.049 3.832 -2.531
H -1.286 4.043 -0.096
H 0.246 4.940 -0.102
H 0.030 3.558 1.019
H 2.197 2.360 -0.035
H 2.324 3.895 -0.943
H 2.315 2.358 -1.826
C -1.742 1.656 -1.237
H -2.193 0.715 -0.844
H -2.266 2.496 -0.762
H -1.934 1.695 -2.325
C -1.039 -1.262 -2.615
H -2.121 -1.425 -2.721
H -0.820 -0.232 -2.928
H -0.543 -1.938 -3.330
C -0.024 -1.332 3.524
Si -0.327 0.223 2.489
C -2.002 0.921 2.994
C 0.997 1.405 3.151
H -0.781 -2.102 3.333
H -0.065 -1.059 4.588
H 0.966 -1.759 3.314
H -2.030 1.038 4.089
H -2.188 1.901 2.535
H -2.818 0.249 2.697
H 0.860 1.471 4.243
H 2.006 1.021 2.949
H 0.915 2.413 2.726



Record 6
53
Properties=species:S:1:pos:R:3 method="wB97M-V/def2-TZVPD" gap_ev=4.0 energy_ev=-26218.6843 total_charge=-1 e_lumo_ev=2.82
C -1.082 -1.500 -6.358
C -0.624 -2.298 -5.085
O 0.782 -2.281 -5.075
C 1.314 -3.161 -4.087
C 0.931 -2.669 -2.659
O 2.042 -2.714 -1.765
C 1.611 -2.068 -0.550
C 2.195 -0.645 -0.318
C 2.324 0.178 -1.631
C 3.707 0.944 -1.696
N 3.535 2.422 -1.702
C 1.237 0.018 0.713
C 1.496 1.524 0.970
N 0.180 2.122 1.418
H -1.594 -2.139 -7.097
H -0.200 -1.008 -6.804
H -1.784 -0.696 -6.075
H -1.074 -1.759 -4.223
H -1.066 -3.313 -5.091
H 2.406 -3.166 -4.234
H 0.939 -4.198 -4.245
H 0.100 -3.279 -2.254
H 0.616 -1.610 -2.746
H 0.486 -2.027 -0.492
H 1.932 -2.696 0.314
H 1.542 0.981 -1.674
H 2.277 -0.420 -2.559
H 4.389 0.640 -0.888
H 4.220 0.675 -2.658
H 2.678 2.655 -2.191
H 4.289 2.863 -2.216
H 0.173 -0.139 0.365
H 1.348 -0.529 1.675
H 2.190 1.664 1.818
H 1.808 2.090 0.080
H -0.329 2.285 0.556
H 0.336 2.992 1.914
C -1.867 0.718 3.157
O -3.020 0.178 3.810
C -2.793 -0.106 5.179
C -3.375 0.975 6.074
O -2.693 2.212 5.910
C -3.405 3.121 5.089
H -2.178 1.126 2.200
H -1.405 1.515 3.740
H -1.136 -0.073 2.975
H -1.725 -0.241 5.377
H -3.299 -1.052 5.399
H -3.245 0.677 7.120
H -4.447 1.095 5.888
H -4.255 3.538 5.641
H -3.760 2.646 4.172
H -2.729 3.932 4.822



Record 7
56
Properties=species:S:1:pos:R:3 method="wB97M-V/def2-TZVPD" gap_ev=8.8 energy_ev=-59283.1516 e_lumo_ev=0.32
C 0.848 -0.564 -0.490
C 1.892 0.025 0.352
N 2.713 0.489 1.006
H 1.248 -1.468 -0.943
H 0.501 0.075 -1.299
H -0.012 -0.762 0.152
C 7.849 0.930 2.396
S 6.673 2.148 3.028
O 6.532 3.197 1.972
C 5.135 1.143 2.963
H 7.665 -0.094 2.724
H 8.853 1.257 2.659
H 7.850 0.869 1.302
H 4.288 1.791 3.160
H 5.185 0.336 3.690
H 5.116 0.807 1.931
C -2.051 -2.376 -4.493
S -1.148 -0.845 -4.002
O 0.251 -1.242 -3.641
C -2.051 -0.588 -2.425
H -2.894 -2.149 -5.143
H -2.447 -2.871 -3.603
H -1.387 -3.102 -4.958
H -3.123 -0.756 -2.497
H -1.782 0.364 -1.978
H -1.620 -1.343 -1.756
C -3.044 1.039 0.435
S -4.841 0.885 0.103
O -5.211 1.161 -1.304
C -4.944 -0.943 0.280
H -2.641 1.911 -0.088
H -2.537 0.151 0.073
H -2.838 1.240 1.484
H -4.825 -1.344 1.287
H -4.283 -1.532 -0.360
H -5.968 -1.182 -0.015
C -1.967 -4.008 1.546
C -2.075 -2.753 2.380
O -2.108 -1.652 1.882
C -2.092 -2.922 3.889
H -2.710 -4.747 1.843
H -0.944 -4.372 1.645
H -2.139 -3.764 0.498
H -2.985 -3.368 4.323
H -2.044 -1.918 4.310
H -1.188 -3.492 4.110
C 1.047 3.339 -0.610
C 0.267 3.205 -1.898
O -0.588 2.364 -2.021
C 0.612 4.151 -3.010
H 0.465 2.868 0.177
H 1.254 4.387 -0.396
H 2.011 2.842 -0.739
H 0.181 3.821 -3.953
H 1.696 4.169 -3.169
H 0.352 5.190 -2.809



Record 8
58
Properties=species:S:1:pos:R:3 method="wB97M-V/def2-TZVPD" gap_ev="6.4 / 7.1" energy_ev=-57899.5450 de_lowest_kcal_mol=51.2 total_charge=+4 multiplicity=2 e_lumo_ev="-15.70 / -15.02"
Mo -0.427 0.830 -0.198
C 0.585 2.534 -2.770
C 1.457 2.981 -1.596
N 0.842 2.622 -0.292
C 0.128 3.764 0.327
C -0.621 3.254 1.551
N -1.522 2.149 1.148
C -2.733 2.631 0.448
C -3.853 1.582 0.345
C -3.415 0.122 0.227
N -2.304 -0.092 -0.734
C -2.592 0.341 -2.118
C -1.425 -0.129 -2.985
N -0.126 0.183 -2.310
C 0.759 1.055 -3.127
H 0.875 3.130 -3.639
H -0.476 2.765 -2.576
H 1.611 4.064 -1.641
H 2.444 2.516 -1.680
H 1.619 2.416 0.349
H -0.550 4.204 -0.414
H 0.830 4.552 0.630
H -1.175 4.069 2.033
H 0.098 2.858 2.281
H -1.853 1.719 2.020
H -2.428 2.995 -0.550
H -3.148 3.496 0.981
H -4.491 1.847 -0.501
H -4.497 1.645 1.227
H -4.290 -0.470 -0.072
H -3.077 -0.268 1.197
H -2.186 -1.116 -0.780
H -2.695 1.435 -2.150
H -3.531 -0.085 -2.493
H -1.480 0.359 -3.964
H -1.511 -1.210 -3.147
H 0.373 -0.711 -2.230
H 0.549 0.905 -4.191
H 1.802 0.760 -2.968
C 0.065 -5.391 2.714
C 0.642 -4.159 3.354
O 1.528 -3.437 2.465
P 1.457 -3.048 0.983
S 0.741 -0.470 1.089
S 0.038 -3.343 -0.318
O 2.892 -2.762 0.536
C 4.119 -3.064 1.297
C 5.224 -2.143 0.873
H -0.484 -5.953 3.471
H 0.845 -6.043 2.315
H -0.643 -5.145 1.919
H 1.295 -4.423 4.197
H -0.129 -3.476 3.723
H 4.368 -4.102 1.053
H 3.916 -2.984 2.367
H 5.340 -2.134 -0.209
H 6.150 -2.505 1.320
H 5.072 -1.120 1.214